A molecular structure, C10H28N3O15SV in a non-equilibrium geometry, computed with wB97M-V/def2-TZVPD.

ORCA input file:
```
! RIJCOSX wB97M-V def2-TZVPD def2/J DEFGRID3
* xyz 0 1
O -2.4807 1.2371 3.7711
V -1.8640 -0.1939 3.4767
O -2.9868 -1.2964 3.6549
C -0.8577 -1.4507 -0.1806
C -0.8784 -0.8636 1.1870
O -0.5583 -1.5683 2.1927
O -1.3642 0.2975 1.4107
H -0.7767 -0.6623 -0.9267
H -1.8132 -1.9471 -0.3625
H -0.0656 -2.1797 -0.3315
C 1.2989 -4.8910 2.5417
O 0.7404 -4.1221 1.4880
H 2.1575 -4.3914 3.0090
H 0.5663 -5.1218 3.3228
H 1.6595 -5.8198 2.1076
H 0.4834 -3.2532 1.8192
C 2.1437 1.8324 1.8454
O 1.5310 2.3422 3.0376
H 2.8104 0.9879 2.0518
H 1.4072 1.5461 1.0908
H 2.7674 2.6265 1.4439
H 1.0463 1.6283 3.4576
O -1.2957 -2.9976 -3.4161
S -1.3522 -1.6422 -3.7971
O -2.2775 -0.7855 -3.1384
O 0.0851 -1.0529 -3.6111
C 0.3111 0.3330 -4.0217
C 1.2579 0.9782 -3.0436
C -1.6251 -1.5818 -5.5313
H -0.6380 0.8657 -4.0617
H 0.7644 0.3023 -5.0143
H 0.7887 1.1044 -2.0711
H 1.4975 1.9718 -3.4295
H 2.1801 0.4087 -2.9624
H -1.2793 -0.6505 -5.9617
H -2.6913 -1.7522 -5.6497
H -1.0679 -2.4263 -5.9289
C -3.0264 1.7497 -1.4392
N -2.3498 2.7398 -2.3456
O -1.2454 3.1174 -2.0265
O -2.9487 3.1201 -3.3327
H -2.2479 1.1508 -0.9908
H -3.7163 1.1764 -2.0415
H -3.5316 2.3333 -0.6745
C 3.1054 -1.6152 3.5495
N 4.1121 -1.7991 2.4943
O 3.7298 -2.2954 1.4522
O 5.2474 -1.4547 2.7428
H 3.4518 -0.8470 4.2397
H 2.9716 -2.5060 4.1562
H 2.1682 -1.2689 3.1250
C -1.0904 3.5158 1.7262
N -0.3813 4.8124 1.5750
O 0.6048 4.8317 0.8707
O -0.8165 5.7579 2.2024
H -1.0256 3.2345 2.7672
H -0.5306 2.8141 1.1200
H -2.1043 3.6204 1.3609
*
```

orbital gap = 7.295 eV
F_max = 2.69 eV Å⁻¹
E = -82520.109 eV
M = 513.351 g/mol

Charge distribution, Mulliken scheme, values in e:
1 O -0.509
2 V 1.142
3 O -0.563
4 C -0.550
5 C 1.403
6 O -0.928
7 O -0.468
8 H -0.300
9 H 0.337
10 H 0.424
11 C -0.544
12 O -0.404
13 H 0.135
14 H 0.271
15 H 0.257
16 H 0.339
17 C -0.288
18 O -0.522
19 H 0.193
20 H -0.014
21 H 0.329
22 H 0.253
23 O -0.643
24 S 1.202
25 O -0.489
26 O -0.303
27 C -0.239
28 C -1.106
29 C -0.999
30 H 0.439
31 H 0.353
32 H 0.024
33 H 0.393
34 H 0.392
35 H 0.322
36 H 0.352
37 H 0.355
38 C -0.688
39 N 0.995
40 O -0.538
41 O -0.587
42 H 0.083
43 H 0.331
44 H 0.347
45 C -0.682
46 N 0.995
47 O -0.512
48 O -0.561
49 H 0.359
50 H 0.335
51 H 0.075
52 C -0.417
53 N 0.996
54 O -0.539
55 O -0.601
56 H 0.278
57 H -0.086
58 H 0.366